Record 1
{"formula": "C31H57ClP2PbSi2", "method": "wB97M-V/def2-TZVPD", "elements": ["Pb", "C", "C", "C", "Si", "C", "C", "Si", "H", "H", "H", "Cl", "C", "C", "C", "C", "H", "H", "H", "H", "H", "H", "H", "H", "H", "H", "H", "H", "C", "C", "P", "H", "H", "P", "H", "H", "C", "C", "C", "C", "C", "H", "C", "H", "H", "H", "H", "H", "H", "H", "C", "C", "H", "H", "H", "H", "H", "H", "H", "C", "C", "H", "H", "H", "H", "H", "H", "C", "C", "H", "H", "H", "H", "H", "H", "H", "C", "H", "H", "H", "C", "C", "C", "C", "C", "C", "C", "H", "H", "H", "H", "H", "H", "H"], "positions_angstrom": [[0.5708, 0.1891, -0.6778], [-1.7325, 0.1630, 1.9956], [-2.0844, 1.3393, 1.2805], [-2.8007, 0.9132, 0.1183], [-1.7089, 3.0943, 1.8106], [-2.8401, -0.4988, 0.1085], [-2.1549, -0.9787, 1.2650], [-1.8546, -2.7578, 1.7559], [-1.2336, 0.1381, 2.9664], [-3.2604, 1.5801, -0.6091], [-3.3282, -1.1289, -0.6329], [2.3709, 0.2863, -5.3415], [-1.6843, -2.8805, 3.6058], [-3.3015, -3.7816, 1.1844], [-1.3238, 3.1214, 3.6330], [-3.2126, 4.1272, 1.4415], [-4.2071, -3.1593, 1.2074], [-3.4331, -4.6042, 1.9017], [-3.1902, -4.2023, 0.1782], [-0.6373, -2.8763, 3.9332], [-2.1529, -3.8177, 3.9365], [-2.2057, -2.0434, 4.0883], [-4.1094, 3.5067, 1.5768], [-3.2279, 4.5460, 0.4284], [-3.2500, 4.9501, 2.1688], [-1.7277, 2.2304, 4.1313], [-1.7934, 4.0103, 4.0772], [-0.2416, 3.1716, 3.8131], [-0.2033, -3.3095, 0.9857], [-0.1795, 3.7499, 0.8800], [0.2103, -2.7534, -0.7094], [-0.1684, -4.4101, 1.0486], [0.6002, -2.9266, 1.6426], [0.1821, 3.1265, -0.8077], [0.6928, 3.4872, 1.5069], [-0.2449, 4.8521, 0.8770], [1.5357, 4.2080, -1.5206], [-1.3147, 3.6848, -1.7834], [-1.1769, -3.4286, -1.7663], [1.6832, -3.7718, -1.2619], [2.8087, -2.8846, -1.8029], [1.3045, -4.3869, -2.0931], [2.2127, -4.6997, -0.1707], [2.5346, -4.1327, 0.7157], [3.0863, -5.2375, -0.5631], [1.4747, -5.4493, 0.1373], [2.5111, -2.3031, -2.6860], [3.6522, -3.5254, -2.0982], [3.1761, -2.1919, -1.0309], [-2.0872, -2.9819, -1.3317], [-1.2857, -4.9564, -1.7043], [-1.0357, -2.9352, -3.2135], [-1.4467, -5.3410, -0.6902], [-0.3945, -5.4419, -2.1229], [-2.1436, -5.2679, -2.3170], [-1.1306, -1.8431, -3.2900], [-1.8360, -3.3810, -3.8199], [-0.0739, -3.2353, -3.6560], [-2.1652, 3.2102, -1.2655], [-1.2521, 3.1398, -3.2173], [-1.5062, 5.2045, -1.7771], [-1.6461, 5.6232, -0.7725], [-2.4085, 5.4402, -2.3593], [-0.6644, 5.7207, -2.2583], [-1.2682, 2.0413, -3.2480], [-0.3547, 3.4917, -3.7476], [-2.1296, 3.5012, -3.7707], [2.8024, 3.3943, -1.8133], [1.8653, 5.4229, -0.6507], [1.1322, 4.5645, -2.4825], [2.1966, 5.1236, 0.3521], [1.0205, 6.1148, -0.5484], [2.6857, 5.9783, -1.1242], [3.1844, 2.9002, -0.9085], [3.5847, 4.0782, -2.1723], [2.6482, 2.6353, -2.5928], [1.6038, 0.2379, -3.4176], [2.5081, 0.1962, -2.8025], [1.0352, 1.1715, -3.3612], [0.9957, -0.6723, -3.4229], [2.5475, 0.3528, 0.6071], [2.4480, -0.5460, 1.7775], [1.6079, -0.1977, 2.8548], [1.4070, -1.0855, 3.9076], [2.0430, -2.3327, 3.9112], [2.8962, -2.6802, 2.8561], [3.1167, -1.7898, 1.8060], [2.5284, 1.4241, 0.8498], [3.3212, 0.0843, -0.1224], [1.1244, 0.7849, 2.8501], [0.7594, -0.7953, 4.7389], [1.9014, -3.0227, 4.7457], [3.4108, -3.6445, 2.8685], [3.8315, -2.0212, 1.0111]], "forces_ev_per_angstrom": [[-1.160, -0.022, 0.644], [0.603, -0.116, -0.497], [0.140, 0.529, -0.092], [0.286, -0.324, 0.108], [-0.338, -1.704, -0.774], [0.269, 0.342, 0.192], [-0.037, -0.436, 0.004], [0.057, 1.734, -0.607], [-0.124, -0.005, -0.286], [0.006, -0.238, 0.098], [0.017, 0.181, 0.083], [-1.004, -0.062, 2.647], [0.012, -0.275, 0.375], [-0.210, -0.420, 0.036], [0.105, 0.243, 0.315], [-0.191, 0.436, 0.123], [0.226, -0.166, -0.008], [-0.108, 0.008, -0.295], [-0.116, 0.058, 0.231], [-0.277, -0.013, -0.055], [0.147, 0.182, 0.128], [0.086, -0.196, -0.093], [0.230, 0.167, -0.032], [-0.065, -0.064, 0.207], [-0.147, 0.023, -0.271], [0.086, 0.227, -0.123], [0.205, -0.198, 0.082], [-0.228, -0.023, 0.097], [0.161, -0.591, 0.070], [0.373, 0.559, 0.115], [-0.187, -0.554, 0.347], [0.118, 0.222, -0.004], [-0.331, -0.099, -0.205], [-0.479, 0.646, 0.124], [-0.227, 0.082, -0.186], [0.144, -0.264, 0.019], [-0.173, 0.084, 0.025], [0.208, -0.187, 0.282], [0.192, 0.194, 0.277], [-0.262, -0.089, -0.099], [0.172, -0.055, -0.003], [0.220, 0.131, 0.163], [0.267, -0.173, -0.004], [-0.179, -0.251, -0.315], [-0.109, 0.039, 0.117], [0.153, 0.192, -0.043], [0.009, -0.149, 0.206], [-0.118, 0.224, 0.004], [-0.138, -0.138, -0.218], [0.286, -0.104, -0.146], [-0.182, -0.014, -0.193], [-0.111, -0.075, 0.021], [0.087, 0.158, -0.184], [-0.210, 0.064, 0.089], [0.164, -0.043, 0.139], [0.034, -0.219, 0.097], [0.212, 0.129, 0.019], [-0.193, 0.034, 0.080], [0.295, 0.150, -0.185], [-0.122, 0.055, 0.037], [-0.184, 0.037, -0.184], [0.101, -0.160, -0.211], [0.171, 0.059, 0.130], [-0.193, -0.089, 0.100], [0.014, 0.227, 0.094], [-0.194, -0.058, 0.079], [0.226, -0.120, 0.007], [0.133, 0.119, -0.007], [0.190, 0.182, -0.155], [0.157, -0.068, 0.229], [-0.075, 0.079, -0.215], [0.147, -0.221, 0.027], [-0.105, -0.032, 0.143], [-0.087, 0.074, -0.186], [-0.089, -0.232, 0.046], [-0.003, 0.187, 0.236], [0.833, 0.051, -2.713], [-0.279, 0.010, -0.194], [0.230, -0.360, -0.085], [0.253, 0.354, -0.060], [-0.472, 0.105, -0.243], [0.052, -0.194, 0.056], [0.248, -0.266, -0.070], [0.230, 0.009, -0.001], [0.116, 0.032, -0.102], [0.043, 0.218, 0.221], [-0.262, 0.399, 0.277], [0.335, -0.335, 0.000], [0.104, 0.224, 0.328], [0.077, -0.393, 0.008], [0.182, -0.137, -0.257], [-0.013, 0.202, -0.277], [-0.141, 0.302, 0.030], [-0.288, -0.033, 0.265]], "mulliken_charge": [1.0844, -0.0750, 0.2945, -0.5946, -0.4689, -0.9432, 0.2246, -0.2543, 0.1807, 0.5329, 0.4594, -0.2550, -1.1182, -1.0660, -1.2073, -1.0490, 0.3696, 0.4112, 0.2645, 0.1317, 0.4560, 0.3172, 0.3672, 0.2297, 0.3842, 0.3195, 0.4601, 0.3289, 0.4808, -1.0276, 0.6567, 0.7593, -1.4288, 0.5538, 0.4437, 0.6659, 0.4936, 1.3398, 1.0728, 0.5657, -1.2638, 0.4987, -1.6389, 0.1894, 0.5088, 0.2946, 0.2028, 0.5329, 0.0476, -0.3840, -1.5951, -1.4675, 0.2978, 0.3610, 0.4446, 0.1645, 0.5070, 0.2630, -0.6524, -1.5209, -1.6492, 0.3278, 0.4326, 0.3526, 0.1731, 0.2818, 0.5077, -1.1323, -1.6126, 0.2819, 0.3264, 0.2874, 0.4828, 0.1930, 0.4963, 0.1724, -0.9386, 0.4425, 0.2810, 0.2932, -1.8719, 0.4517, -0.0337, -0.2838, -0.5208, -0.6145, -0.2608, 0.6682, 0.6271, 0.1843, 0.3934, 0.3558, 0.3813, 0.3738], "e_lumo_ev": -1.08, "charge": 0, "largest_force_ev_per_a": 2.84, "homo_ev": -6.72}

---

Record 2
{"formula": "C13H18Cl2MnO5SSe", "method": "wB97M-V/def2-TZVPD", "elements": ["Mn", "Cl", "C", "C", "C", "C", "C", "Cl", "C", "S", "H", "H", "H", "C", "C", "C", "O", "H", "H", "H", "H", "H", "H", "O", "Se", "O", "O", "O", "C", "C", "C", "C", "H", "H", "H", "H", "H", "H", "H", "H", "H"], "positions_angstrom": [[-0.2222, -0.8205, 0.2906], [-1.4377, -2.7616, 0.6888], [-1.5695, -3.5306, -0.8943], [-2.2359, -4.7381, -0.9474], [-2.3674, -5.3621, -2.1749], [-1.8372, -4.7647, -3.3076], [-1.1775, -3.5524, -3.2116], [-0.5422, -2.8504, -4.6616], [-1.0104, -2.8799, -1.9894], [-0.1677, -1.3477, -1.8873], [-2.6399, -5.1754, -0.0449], [-2.8823, -6.3096, -2.2501], [-1.9299, -5.2335, -4.2770], [-1.3273, 1.7882, 3.5875], [-0.9016, 0.4875, 2.9922], [-0.2947, -0.5323, 3.8979], [-1.0645, 0.2919, 1.7921], [-1.7492, 1.6571, 4.5829], [-2.0210, 2.3043, 2.9289], [-0.4156, 2.3850, 3.6865], [0.4591, -0.0601, 4.5274], [0.1541, -1.3443, 3.3342], [-1.0849, -0.9111, 4.5525], [1.8393, 1.3421, 2.5214], [2.1408, 0.4465, 1.2338], [1.4938, -1.0755, 1.3488], [0.8849, 0.9405, 0.0331], [3.5635, 0.5448, 0.5397], [0.5184, 3.8054, -0.3540], [1.6902, 3.0317, -0.9484], [2.1629, 3.6460, -2.2625], [1.3213, 1.5818, -1.1960], [0.8013, 4.8412, -0.1618], [0.1881, 3.3629, 0.5858], [-0.3281, 3.8110, -1.0462], [2.5264, 3.0469, -0.2410], [1.3608, 3.6334, -3.0051], [3.0153, 3.1033, -2.6735], [2.4627, 4.6836, -2.1147], [2.1585, 1.0166, -1.6079], [0.4654, 1.4981, -1.8672]], "forces_ev_per_angstrom": [[0.384, 0.157, 0.272], [-0.008, -0.103, -0.067], [0.048, 0.100, 0.110], [-0.008, -0.022, 0.009], [-0.022, -0.024, 0.007], [0.020, 0.029, -0.013], [0.027, 0.048, 0.032], [-0.003, -0.019, -0.018], [-0.054, -0.117, -0.053], [-0.013, 0.063, 0.150], [0.002, -0.002, -0.004], [0.001, -0.002, 0.001], [-0.003, -0.003, 0.001], [-0.014, -0.009, -0.040], [0.029, -0.060, 0.057], [0.014, 0.001, -0.020], [0.034, -0.067, -0.194], [-0.005, -0.010, 0.002], [0.001, 0.004, 0.007], [0.003, -0.001, -0.004], [-0.001, 0.006, -0.002], [-0.005, -0.003, 0.008], [-0.004, 0.006, 0.000], [0.007, 0.079, 0.176], [-0.266, -0.055, -0.109], [-0.426, -0.061, -0.170], [0.005, 0.046, -0.051], [0.226, 0.024, -0.120], [0.021, 0.008, 0.004], [-0.016, 0.011, -0.019], [-0.010, -0.009, 0.001], [0.060, -0.014, 0.074], [-0.002, 0.000, 0.001], [-0.001, -0.001, 0.002], [-0.002, -0.005, -0.004], [-0.008, -0.007, 0.008], [0.003, 0.000, -0.004], [0.001, 0.001, -0.002], [0.001, 0.001, 0.001], [-0.011, 0.008, -0.021], [-0.006, -0.001, -0.006]], "mulliken_charge": [0.3074, -0.1300, 1.0035, -0.9822, -0.2680, -0.8109, 0.2514, -0.2125, 0.2559, -0.3784, 0.4012, 0.3661, 0.4152, -1.3335, 1.0571, -1.2389, -0.5686, 0.4322, 0.3192, 0.2748, 0.3119, 0.2957, 0.4618, -0.6469, 1.2203, -0.5939, 0.3045, -0.6435, -1.3257, 1.1752, -1.6656, -1.4452, 0.4320, 0.1610, 0.3234, 0.2904, 0.3524, 0.3991, 0.4181, 0.4499, 0.5643], "spin_multiplicity": 2, "e_lumo_ev": [0.12, 0.24], "charge": 0, "largest_force_ev_per_a": 0.50, "homo_ev": [-8.26, -8.34]}

---

Number 1: M 790.57 g mol⁻¹. Number 2: M 491.15 g mol⁻¹.